Record 1
63
Properties=species:S:1:pos:R:3:forces:R:3 method="wB97M-V/def2-TZVPD" orbital_gap_ev=7.06 fmax_ev_per_a=1.205 total_charge=+1 e_lumo_ha=-0.157
Hg 0.052 0.902 -1.469 -0.055 -0.416 0.737
C 2.454 3.486 -0.508 -0.307 0.315 0.000
C 1.240 4.338 -0.140 0.377 -0.161 0.111
O 0.094 3.841 -0.793 -0.015 -0.334 -0.314
C -1.095 4.393 -0.278 -0.387 -0.136 0.106
C -2.298 3.567 -0.735 0.318 0.250 0.050
O -2.307 2.235 -0.249 0.258 -0.222 -0.057
C -2.439 2.072 1.151 0.251 -0.121 0.263
C -1.235 1.339 1.756 -0.432 -0.040 -0.245
O -0.031 2.002 1.450 0.030 0.353 -0.065
C 1.110 1.287 1.855 0.387 -0.113 -0.223
C 2.395 1.950 1.340 -0.257 -0.169 0.268
O 2.374 2.144 -0.062 -0.245 -0.219 -0.028
H 3.363 3.966 -0.116 -0.124 -0.037 -0.096
H 2.521 3.413 -1.595 0.115 0.107 0.033
H 1.419 5.384 -0.431 0.062 -0.138 0.058
H 1.080 4.299 0.947 0.021 0.092 -0.098
H -1.212 5.431 -0.624 -0.071 -0.110 0.054
H -1.043 4.400 0.821 -0.024 0.055 -0.124
H -2.263 3.462 -1.822 -0.124 0.119 0.052
H -3.223 4.086 -0.445 0.147 -0.041 -0.093
H -3.323 1.446 1.336 0.092 0.147 0.064
H -2.591 3.037 1.640 0.006 -0.017 0.027
H -1.214 0.319 1.339 0.038 0.195 0.108
H -1.368 1.259 2.845 -0.060 -0.040 -0.082
H 1.069 0.259 1.449 -0.024 0.142 0.081
H 1.153 1.222 2.953 0.072 -0.068 -0.076
H 3.226 1.269 1.569 -0.101 0.143 0.070
H 2.570 2.895 1.863 -0.005 -0.022 -0.022
C 4.713 -2.225 0.224 -0.037 0.003 0.075
C 4.212 -1.509 -0.851 0.044 0.035 -0.058
C 2.846 -1.434 -1.052 -0.176 0.144 -0.279
C 1.971 -2.073 -0.179 -1.170 -0.016 -0.288
C 2.479 -2.791 0.901 -0.238 -0.064 0.090
C 3.848 -2.861 1.099 0.006 -0.031 0.074
Ge -0.003 -1.982 -0.494 -0.033 0.223 -0.263
C -1.184 -2.249 1.086 0.682 0.128 -0.878
C -0.714 -2.042 2.380 0.243 0.040 0.025
C -1.538 -2.259 3.470 0.040 0.004 0.102
C -2.846 -2.679 3.282 0.011 0.021 -0.089
C -3.317 -2.896 1.997 -0.083 0.000 -0.006
C -2.493 -2.688 0.904 -0.021 0.045 -0.254
C -0.852 -2.374 -2.252 0.444 0.168 0.937
C -0.164 -3.023 -3.266 0.215 -0.037 0.170
C -0.684 -3.036 -4.550 0.066 -0.042 -0.109
C -1.890 -2.415 -4.821 0.025 -0.010 -0.018
C -2.599 -1.802 -3.800 -0.101 0.051 0.007
C -2.083 -1.780 -2.520 -0.010 0.030 0.231
H 5.777 -2.285 0.384 0.151 0.001 0.018
H 4.885 -1.004 -1.528 0.013 0.010 -0.047
H 2.459 -0.868 -1.893 0.038 -0.012 0.065
H 1.811 -3.305 1.581 0.022 -0.018 0.026
H 4.238 -3.410 1.942 0.035 -0.083 0.057
H 0.300 -1.702 2.542 0.053 0.026 0.041
H -1.157 -2.099 4.466 0.033 0.020 0.104
H -3.498 -2.836 4.130 0.001 -0.021 0.045
H -4.332 -3.224 1.840 -0.120 -0.064 -0.008
H -2.878 -2.866 -0.091 -0.007 -0.048 -0.016
H 0.782 -3.507 -3.057 0.078 0.034 -0.078
H -0.130 -3.502 -5.349 0.058 -0.137 -0.074
H -2.278 -2.398 -5.826 -0.039 -0.039 -0.127
H -3.537 -1.315 -4.012 -0.140 0.023 0.002
H -2.624 -1.270 -1.732 -0.025 0.104 -0.036

***

Record 2
146
Properties=species:S:1:pos:R:3:forces:R:3 method="wB97M-V/def2-TZVPD" orbital_gap_ev=5.75 fmax_ev_per_a=0.701 total_charge=-1 e_lumo_ha=0.066
C 4.215 -0.439 0.201 0.045 -0.582 0.387
C 3.542 -1.692 -0.387 -0.160 0.339 0.024
S 2.612 -1.432 -1.926 0.307 0.010 -0.428
C 1.807 0.171 -1.716 -0.342 0.062 0.434
In 0.437 0.356 0.053 0.109 0.299 -0.184
C -1.694 -0.230 -0.402 -0.076 -0.083 0.022
O -1.779 -1.463 -1.129 0.360 0.017 0.361
O -2.936 -2.224 -0.690 -0.521 0.103 -0.338
H 5.258 -0.676 0.421 0.097 0.233 -0.142
H 3.755 -0.192 1.159 -0.167 0.183 -0.119
H 4.158 0.421 -0.459 0.091 0.016 -0.023
H 2.873 -2.146 0.344 0.046 0.031 0.078
H 4.315 -2.411 -0.659 -0.108 -0.169 -0.052
H 2.545 0.974 -1.668 0.103 -0.074 -0.117
H 1.248 0.330 -2.640 -0.029 -0.171 -0.059
H 0.367 2.096 0.442 -0.034 -0.164 -0.082
H 1.087 -0.578 1.383 -0.174 -0.074 -0.079
H -2.173 -0.379 0.571 0.147 -0.035 0.112
H -2.277 0.555 -0.902 -0.057 -0.106 -0.132
H -2.599 -2.732 0.060 0.186 0.120 -0.065
C -0.143 -1.772 -4.747 0.200 -0.138 0.152
O 1.250 -1.503 -4.912 -0.130 0.053 -0.280
H -0.702 -0.980 -5.245 0.063 0.038 -0.016
H -0.398 -2.732 -5.199 -0.151 0.036 0.019
H -0.404 -1.783 -3.685 -0.114 0.030 -0.031
H 1.729 -2.206 -4.461 0.093 0.143 0.167
C 2.152 -1.928 4.641 -0.002 0.030 -0.240
O 2.394 -1.683 3.260 0.202 0.003 0.385
H 1.874 -0.981 5.100 -0.036 0.030 -0.080
H 1.327 -2.636 4.771 0.006 0.013 0.112
H 3.043 -2.316 5.131 -0.042 -0.030 0.168
H 2.624 -2.521 2.849 -0.090 0.019 -0.128
C 0.549 3.831 3.530 -0.248 0.102 -0.079
O -0.206 3.985 2.340 0.080 0.122 -0.054
H 1.223 2.990 3.377 -0.016 -0.018 -0.051
H 1.142 4.724 3.746 0.062 -0.056 0.068
H -0.105 3.615 4.381 0.091 -0.022 0.069
H -0.814 4.721 2.450 -0.047 -0.040 0.109
C 8.342 -0.924 -1.148 -0.070 0.096 0.217
O 8.220 -0.538 0.221 0.046 0.117 -0.048
H 7.825 -0.173 -1.741 -0.006 0.033 0.043
H 9.392 -0.961 -1.451 -0.021 -0.030 -0.083
H 7.883 -1.894 -1.317 0.002 -0.028 -0.118
H 8.670 -1.197 0.754 -0.021 -0.043 0.008
C -3.074 2.360 2.169 0.130 -0.214 0.200
O -3.129 2.647 3.571 -0.112 0.123 -0.058
H -3.590 3.165 1.649 -0.004 0.018 0.028
H -2.040 2.311 1.825 -0.020 0.033 -0.130
H -3.578 1.414 1.955 -0.032 0.041 -0.120
H -2.667 1.937 4.023 0.056 0.011 0.017
C -6.586 -1.653 -0.208 0.294 -0.095 -0.118
O -5.858 -2.675 -0.876 -0.281 0.082 -0.086
H -7.464 -2.107 0.251 0.006 -0.020 0.009
H -5.972 -1.199 0.575 -0.109 0.074 0.052
H -6.907 -0.877 -0.906 -0.081 0.067 0.103
H -5.082 -2.254 -1.267 0.249 -0.213 0.170
C 4.083 6.327 4.288 -0.101 0.077 0.050
O 3.129 5.709 5.151 0.111 0.010 0.085
H 4.834 5.583 4.034 -0.009 -0.024 0.030
H 3.602 6.672 3.371 0.059 -0.013 -0.039
H 4.569 7.169 4.786 0.064 -0.008 -0.050
H 2.463 6.370 5.366 -0.084 -0.045 -0.049
C 5.141 2.415 3.998 -0.098 0.055 0.095
O 5.467 2.938 5.290 -0.144 -0.056 0.075
H 5.924 1.715 3.720 0.018 0.005 0.017
H 4.184 1.890 4.015 0.013 -0.031 -0.087
H 5.098 3.212 3.252 0.000 -0.048 -0.058
H 4.770 3.558 5.531 0.018 0.027 0.024
C 1.030 -1.623 -8.427 -0.246 0.360 0.205
O -0.211 -0.947 -8.617 0.045 -0.074 -0.158
H 1.000 -2.559 -8.983 -0.091 0.030 -0.054
H 1.853 -1.007 -8.803 0.101 -0.113 0.020
H 1.184 -1.837 -7.368 0.180 -0.057 -0.008
H -0.178 -0.123 -8.117 -0.060 -0.021 0.086
C -8.774 2.177 -1.444 0.091 -0.172 -0.067
O -7.568 1.449 -1.650 -0.038 0.094 0.133
H -8.754 2.585 -0.435 0.050 0.040 -0.015
H -8.850 2.998 -2.159 -0.144 0.063 0.080
H -9.640 1.517 -1.550 -0.089 0.117 -0.014
H -7.594 1.092 -2.542 0.048 -0.047 -0.004
C -7.942 -5.459 -0.779 -0.251 0.077 0.097
O -8.931 -6.204 -0.064 0.099 -0.068 -0.064
H -7.100 -6.119 -0.965 -0.007 -0.032 0.030
H -8.338 -5.110 -1.736 0.103 0.028 -0.036
H -7.596 -4.601 -0.201 0.106 0.002 -0.063
H -9.672 -5.616 0.102 -0.021 0.007 0.037
C -0.671 -5.319 -3.333 0.041 -0.036 -0.127
O -0.399 -5.156 -4.724 -0.013 0.002 0.053
H -0.928 -4.341 -2.934 0.008 0.017 -0.014
H -1.513 -5.999 -3.174 -0.011 0.025 0.054
H 0.206 -5.697 -2.802 -0.019 0.026 0.056
H -0.170 -6.014 -5.089 0.010 -0.018 -0.009
C 5.397 -4.760 5.682 -0.067 0.052 -0.168
O 4.271 -4.310 4.940 0.172 -0.176 0.054
H 5.086 -4.852 6.719 -0.021 0.006 0.004
H 5.742 -5.736 5.329 0.038 -0.011 0.057
H 6.221 -4.044 5.623 0.034 -0.028 0.054
H 4.541 -4.224 4.021 -0.043 0.049 -0.025
C 9.008 -4.304 -3.159 0.025 -0.027 0.157
O 8.908 -3.977 -1.776 0.084 -0.130 -0.072
H 8.478 -3.533 -3.713 -0.015 0.013 0.016
H 10.051 -4.323 -3.486 -0.017 0.005 -0.062
H 8.544 -5.270 -3.371 -0.010 0.014 -0.066
H 9.370 -4.656 -1.278 -0.020 -0.018 0.031
C 0.347 1.922 -5.333 -0.192 0.129 -0.111
O -0.384 1.957 -6.567 0.205 -0.212 -0.072
H 1.067 1.109 -5.381 -0.065 -0.059 -0.059
H 0.880 2.865 -5.187 0.034 -0.040 0.125
H -0.332 1.742 -4.498 0.121 0.000 0.099
H -1.021 2.672 -6.511 -0.051 -0.011 -0.009
C 5.520 0.624 8.564 -0.067 0.095 -0.194
O 4.357 1.280 8.083 0.063 -0.230 0.003
H 5.362 0.411 9.619 -0.020 0.003 0.009
H 5.692 -0.317 8.034 0.045 -0.029 0.050
H 6.404 1.260 8.457 0.041 -0.042 0.037
H 4.493 1.475 7.149 0.082 0.023 -0.055
C -9.770 0.987 2.391 0.181 0.038 -0.152
O -8.435 0.515 2.281 -0.101 0.025 -0.017
H -10.124 0.739 3.389 0.015 -0.016 0.010
H -9.814 2.072 2.255 -0.081 0.000 0.023
H -10.420 0.504 1.654 -0.077 0.029 0.046
H -8.123 0.733 1.397 0.112 -0.057 0.005
C -6.748 3.760 1.420 -0.146 0.202 0.188
O -7.995 4.443 1.247 0.056 -0.156 -0.103
H -6.734 2.903 0.750 -0.017 0.033 -0.053
H -5.913 4.419 1.173 0.070 -0.101 -0.018
H -6.647 3.410 2.449 0.124 -0.087 -0.044
H -7.989 5.196 1.842 -0.061 0.027 0.009
C -9.094 2.898 -5.199 -0.157 0.002 0.090
O -10.081 2.167 -4.479 0.111 0.014 -0.117
H -8.273 2.217 -5.411 -0.005 -0.021 0.002
H -9.491 3.275 -6.145 0.063 0.013 -0.026
H -8.712 3.737 -4.609 0.057 0.005 -0.039
H -10.807 2.766 -4.289 -0.047 -0.035 0.051
C 3.637 4.370 8.570 -0.134 0.170 -0.306
O 2.503 5.020 7.999 0.127 0.079 0.110
H 3.437 4.182 9.623 -0.056 0.005 -0.004
H 3.814 3.418 8.072 0.113 0.024 0.215
H 4.525 5.006 8.484 0.056 -0.072 0.098
H 2.741 5.165 7.077 -0.111 -0.005 -0.068
C 4.202 -2.423 -9.563 0.203 -0.061 -0.138
O 5.533 -2.928 -9.659 -0.075 0.000 0.070
H 3.883 -2.529 -8.530 0.037 -0.007 0.019
H 4.163 -1.367 -9.838 -0.086 0.009 0.034
H 3.522 -2.991 -10.203 -0.081 0.050 0.038
H 5.816 -2.834 -10.572 0.036 -0.006 -0.015